Below is C66H53ClFIN2O19S as an isolated structure at a distorted geometry, with properties calculated with ωB97M-V/def2-TZVPD.

Each line ends with the Mulliken charge.
Atoms and positions in Å:
O1 -4.57731 -0.20905 2.35511  -0.49
C1 -4.52883 -1.39595 2.18332  0.12
O2 -4.97718 -2.00565 1.04065  -0.48
C2 -3.76667 -2.28896 0.26626  1.15
C3 -4.07636 -2.46002 -1.22445  -1.12
C4 -3.04914 -1.75152 -2.16260  -0.18
C5 -3.02829 -0.21915 -1.86243  -0.54
C6 -1.67057 0.49111 -1.99820  0.30
C7 -0.46745 0.11329 -1.19181  0.55
C8 -0.47423 -1.02597 -0.15719  -1.19
C9 -0.57608 -0.47580 1.30635  0.70
C10 -0.64176 -1.62761 2.32847  -1.46
I1 1.16558 -2.80771 2.41867  -0.07
C11 0.72435 0.78749 -1.29271  0.25
C12 1.95205 0.45222 -0.44944  -1.48
C13 2.16802 1.58357 0.59557  0.49
O3 1.40761 2.48523 0.72640  -0.42
Cl1 3.62247 1.45469 1.67465  -0.20
C14 0.87284 1.90690 -2.20500  1.03
N1 1.97254 2.63596 -2.36418  -0.66
S1 1.46302 3.72546 -3.49982  -0.04
N2 -0.07446 3.30500 -3.74369  -0.44
C15 -0.31903 2.23646 -2.96440  0.59
C16 -1.58349 1.54757 -2.87433  -0.04
C17 -2.69595 2.09949 -3.76054  -1.15
C18 -2.46049 1.67116 -5.24335  -0.27
F1 -2.41678 2.86780 -6.02372  -0.37
H1 -4.06420 -2.03714 2.97136  0.44
H2 -3.07925 -1.44572 0.46850  -1.01
H3 -3.25133 -3.18048 0.68556  0.38
H4 -4.21855 -3.51392 -1.52048  0.39
H5 -5.05144 -1.96533 -1.41019  0.40
H6 -2.05813 -2.22925 -2.14196  -0.10
H7 -3.41452 -1.90595 -3.19427  0.50
H8 -3.73921 0.23565 -2.56815  0.23
H9 -3.41676 0.03978 -0.85702  -0.02
H10 0.47838 -1.57445 -0.27029  0.44
H11 -1.26451 -1.77536 -0.29746  0.51
H12 -1.47594 0.16357 1.32788  -0.26
H13 0.27462 0.16754 1.58467  0.16
H14 -1.51033 -2.28991 2.17169  0.25
H15 -0.80020 -1.17040 3.32120  0.78
H16 2.85937 0.31316 -1.06594  0.88
H17 1.84470 -0.46725 0.14457  -0.09
H18 -2.58417 3.20121 -3.75684  0.17
H19 -3.71252 1.89579 -3.40522  0.85
H20 -1.47589 1.18135 -5.30080  0.26
H21 -3.21169 0.95980 -5.61815  0.42
C19 7.50233 2.54095 -0.34897  -0.43
C20 6.72652 1.46771 -0.21823  -0.04
C21 7.29200 0.09989 -0.27735  0.41
O4 6.58398 -0.88178 -0.16108  -0.58
C22 8.75328 -0.02984 -0.48552  -0.36
C23 9.52989 1.04266 -0.61591  -0.42
C24 8.96510 2.41324 -0.55707  0.29
O5 9.67215 3.39043 -0.67414  -0.54
H22 7.10755 3.54827 -0.30959  0.45
H23 5.65736 1.54090 -0.06526  0.35
H24 9.14683 -1.03789 -0.52509  0.44
H25 10.59893 0.96793 -0.76918  0.42
C25 -3.87763 -1.72854 6.18116  -0.59
C26 -5.15997 -2.00451 6.40451  -0.42
C27 -5.56277 -3.13627 7.27761  0.28
O6 -6.73114 -3.38801 7.47873  -0.55
C28 -4.48182 -3.94500 7.89127  -0.52
C29 -3.19829 -3.66935 7.66802  -0.21
C30 -2.79964 -2.53943 6.79663  0.47
O7 -1.62848 -2.28625 6.59385  -0.56
H26 -3.56344 -0.90737 5.54718  0.65
H27 -5.96213 -1.42422 5.96555  0.45
H28 -4.79496 -4.76509 8.52480  0.47
H29 -2.39053 -4.24999 8.10705  0.50
C31 2.06986 -5.07754 -1.39872  -0.47
C32 0.86659 -4.51211 -1.38290  -0.03
C33 0.08901 -4.32070 -2.61441  0.36
O8 -1.00462 -3.79224 -2.56005  -0.47
C34 0.68323 -4.78065 -3.88886  -0.45
C35 1.88609 -5.35113 -3.91623  -0.46
C36 2.67528 -5.54571 -2.67107  0.33
O9 3.76925 -6.06452 -2.69452  -0.55
H30 2.65665 -5.22160 -0.50013  0.45
H31 0.39707 -4.15778 -0.47662  0.29
H32 0.09159 -4.62809 -4.78277  0.45
H33 2.34257 -5.69588 -4.83524  0.41
C37 -3.34233 2.19345 -9.89686  -0.50
C38 -2.90466 1.53290 -8.82769  0.14
C39 -2.10459 0.29552 -8.96408  0.60
O10 -1.70859 -0.30416 -7.98519  -0.51
C40 -1.80598 -0.18193 -10.33539  -0.51
C41 -2.24299 0.47741 -11.40526  -0.37
C42 -3.04551 1.71850 -11.26962  0.30
O11 -3.44191 2.32008 -12.24459  -0.54
H34 -3.92920 3.09960 -9.81699  0.44
H35 -3.10147 1.86115 -7.81511  0.12
H36 -1.21864 -1.08816 -10.41345  0.41
H37 -2.03638 0.14489 -12.41464  0.41
C43 5.11906 -1.37500 2.70894  0.27
C44 6.19515 -2.11509 2.44770  -0.62
C45 6.82282 -2.95677 3.49582  0.15
O12 7.80453 -3.62967 3.25846  -0.57
C46 6.20730 -2.94588 4.84526  -0.50
C47 5.13279 -2.20723 5.10709  -0.50
C48 4.50335 -1.36432 4.06042  0.34
O13 3.52072 -0.69355 4.30278  -0.56
H38 4.64724 -0.75324 1.95292  0.29
H39 6.65611 -2.13803 1.47274  0.73
H40 6.67862 -3.56731 5.59654  0.48
H41 4.67152 -2.18744 6.08658  0.47
C49 -3.69263 4.96778 0.08956  -0.31
C50 -2.70296 4.18572 0.51343  -0.37
C51 -2.97432 2.98552 1.33973  0.47
O14 -2.07082 2.27295 1.72760  -0.56
C52 -4.38650 2.68498 1.67608  -0.38
C53 -5.37640 3.46827 1.25190  -0.45
C54 -5.10731 4.67020 0.42530  0.27
O15 -6.00882 5.38278 0.03659  -0.57
H42 -3.51539 5.84874 -0.51478  0.44
H43 -1.66446 4.38548 0.27820  0.52
H44 -4.56272 1.80410 2.27724  0.54
H45 -6.41417 3.26694 1.48626  0.45
C55 2.14104 -3.45731 7.74466  -0.40
C56 0.86168 -3.74159 7.97579  -0.33
C57 0.47273 -4.87109 8.85040  0.49
O16 -0.69683 -5.13178 9.05988  -0.58
C58 1.56082 -5.67271 9.46046  -0.49
C59 2.84036 -5.38797 9.22893  -0.55
C60 3.23019 -4.25551 8.35201  0.48
O17 4.39682 -3.99394 8.14177  -0.54
H46 2.44299 -2.63555 7.10689  0.49
H47 0.05530 -3.16639 7.53834  0.64
H48 1.25647 -6.49375 10.09735  0.43
H49 3.64890 -5.96151 9.66419  0.41
C61 -1.18662 9.84192 -3.22737  -0.41
C62 -1.90188 8.73115 -3.06835  -0.33
C63 -1.25572 7.39662 -3.04680  0.35
O18 -1.90801 6.38372 -2.90252  -0.45
C64 0.21839 7.34805 -3.20794  0.09
C65 0.93351 8.45892 -3.36645  -0.41
C66 0.28717 9.79339 -3.38796  0.31
O19 0.93790 10.80598 -3.53055  -0.55
H50 -1.64043 10.82460 -3.24635  0.40
H51 -2.97788 8.74769 -2.94861  0.44
H52 0.67267 6.36607 -3.18920  0.14
H53 2.00948 8.44265 -3.48576  0.43

Summary:
- net charge = 0
- LUMO (eV) = -1.836

=====

Below is C66H59As2OP2ReS as an isolated structure, with properties calculated with ωB97M-V/def2-TZVPD.

Each line ends with the Mulliken spin population.
Atoms and positions in Å:
Re1 -0.39139 0.85411 -0.51254  1.93
C1 -2.31339 5.16217 -3.44965  0.00
C2 -2.25167 5.40806 -1.93252  0.00
C3 -2.74404 6.82766 -1.62089  0.00
C4 -3.12478 4.37486 -1.23868  0.00
C5 -4.50158 4.55592 -1.10594  0.00
C6 -5.33215 3.59524 -0.55454  0.00
C7 -4.80676 2.37642 -0.17245  -0.01
C8 -3.43670 2.15497 -0.28570  -0.13
P1 -2.79688 0.48154 -0.17868  0.37
C9 -2.89343 -0.19686 1.47055  0.04
C10 -2.94479 0.64996 2.57659  -0.02
C11 -3.02318 0.10389 3.84752  0.00
C12 -3.08495 -1.27192 4.01207  -0.01
C13 -3.03158 -2.11420 2.90550  0.01
C14 -2.90594 -1.58411 1.63720  0.01
C15 -3.81602 -0.41596 -1.35886  -0.04
C16 -4.79100 -1.32725 -0.96233  -0.01
C17 -5.64991 -1.86018 -1.91453  0.00
C18 -5.54696 -1.47801 -3.24259  0.00
C19 -4.58878 -0.54821 -3.63348  0.00
C20 -3.72514 -0.01337 -2.69474  0.04
C21 -2.61912 3.16881 -0.77540  0.00
O1 -1.22376 2.89176 -0.82284  0.07
C22 -0.39023 4.04904 -0.86789  0.01
C23 0.88343 3.90986 -0.31832  -0.06
C24 1.79856 4.94879 -0.43100  0.00
C25 1.42372 6.10656 -1.09037  0.00
C26 0.13428 6.23724 -1.57028  0.00
C27 -0.82365 5.22613 -1.45007  0.00
P2 1.21087 2.41579 0.60948  0.15
C28 2.97566 2.10089 0.59181  -0.04
C29 3.68259 1.94811 1.78253  0.00
C30 5.04471 1.69315 1.73686  0.00
C31 5.69154 1.58633 0.51531  0.00
C32 4.98398 1.73139 -0.67256  0.00
C33 3.62590 1.98643 -0.63976  0.06
C34 0.58220 2.62308 2.27797  0.08
C35 0.39689 3.90046 2.80944  0.00
C36 -0.07239 4.03848 4.10622  0.00
C37 -0.36457 2.91170 4.86293  0.01
C38 -0.19504 1.64291 4.32473  0.01
C39 0.28045 1.49475 3.03539  0.05
H1 -3.33870 5.24968 -3.80318  0.00
H2 -1.94464 4.16847 -3.70645  0.00
H3 -1.70786 5.89815 -3.97307  0.00
H4 -3.73732 6.99078 -2.03061  0.00
H5 -2.10894 7.57375 -2.08751  0.00
H6 -2.77132 7.01460 -0.54862  0.00
H7 -4.94203 5.47622 -1.45345  0.00
H8 -6.38984 3.78551 -0.46463  0.00
H9 -5.45278 1.58610 0.18536  0.00
H10 -2.93026 1.72405 2.44879  0.00
H11 -3.06261 0.75283 4.71052  0.00
H12 -3.18201 -1.69442 5.00279  0.00
H13 -3.10688 -3.18172 3.04621  0.00
H14 -2.84749 -2.24106 0.77562  0.01
H15 -4.89015 -1.62028 0.07397  0.00
H16 -6.40957 -2.56542 -1.61280  0.00
H17 -6.22328 -1.89360 -3.97425  0.00
H18 -4.52034 -0.23681 -4.66528  0.00
H19 -2.99334 0.73302 -3.00258  -0.02
H20 2.78825 4.84356 -0.00900  0.00
H21 2.12598 6.91484 -1.21016  0.00
H22 -0.14091 7.15868 -2.05709  0.00
H23 3.18010 2.03729 2.73615  0.00
H24 5.60114 1.58832 2.65642  0.00
H25 6.75403 1.39664 0.48516  0.00
H26 5.49599 1.65393 -1.62067  0.00
H27 3.07730 2.11079 -1.56769  0.01
H28 0.62000 4.78098 2.22229  0.00
H29 -0.20764 5.02415 4.52599  0.00
H30 -0.72644 3.02544 5.87279  0.00
H31 -0.44330 0.75644 4.89836  0.00
H32 0.39639 0.48699 2.64388  -0.09
S1 1.14599 -0.60738 0.32934  0.28
C40 2.06287 -1.32291 -1.01166  0.19
C41 3.37811 -1.71255 -0.79990  0.04
C42 4.06733 -2.30986 -1.84765  -0.01
C43 3.45594 -2.51189 -3.07852  0.04
C44 2.13357 -2.12717 -3.28175  -0.03
C45 1.44025 -1.51862 -2.24846  -0.04
As1 -0.43333 -1.07917 -2.28644  0.10
C46 -0.83323 -0.57120 -4.09304  -0.11
C47 -1.38483 -1.46580 -5.00673  0.00
C48 -1.57256 -1.06514 -6.32160  0.00
C49 -1.21578 0.21434 -6.71800  0.00
C50 -0.66166 1.10260 -5.80582  0.01
C51 -0.46880 0.71118 -4.49168  0.00
C52 -1.28904 -2.74609 -1.82907  0.03
C53 -2.60362 -3.01380 -2.20190  0.00
C54 -3.16443 -4.24356 -1.89400  0.00
C55 -2.42504 -5.20254 -1.21756  0.00
C56 -1.11465 -4.93553 -0.84763  0.00
C57 -0.54180 -3.71058 -1.15147  0.01
H33 3.85213 -1.55410 0.15837  0.00
H34 5.09159 -2.62063 -1.70158  0.00
H35 4.00973 -2.97242 -3.88383  0.00
H36 1.65682 -2.29333 -4.24176  0.00
H37 -1.65386 -2.47143 -4.70730  0.00
H38 -1.98993 -1.75713 -7.03736  0.00
H39 -1.36083 0.51899 -7.74342  0.00
H40 -0.37401 2.09467 -6.12336  0.00
H41 -0.02218 1.40611 -3.78200  0.01
H42 -3.19279 -2.27899 -2.75270  0.00
H43 -4.17872 -4.45428 -2.19496  0.00
H44 -2.86452 -6.16125 -0.99018  0.00
H45 -0.53087 -5.68591 -0.33356  0.00
H46 0.48766 -3.52473 -0.86527  0.00
C58 -0.11301 -4.38914 2.49203  -0.01
As2 0.62690 -2.72633 3.23016  0.01
C59 2.50742 -3.06720 2.78994  0.00
C60 0.73585 -3.25256 5.14360  0.01
C61 -0.52557 -3.04970 5.90028  0.00
C62 -0.70684 -1.92017 6.70761  0.00
C63 -1.87437 -1.74230 7.42541  0.00
C64 -2.89300 -2.68854 7.35010  0.00
C65 -2.72455 -3.81726 6.55307  0.00
C66 -1.55637 -3.99479 5.83566  0.00
H47 0.47907 -5.24459 2.80959  0.00
H48 -0.11847 -4.33777 1.40229  0.00
H49 -1.13778 -4.52133 2.82889  0.00
H50 2.81060 -4.05563 3.12893  0.00
H51 3.13379 -2.31977 3.27366  0.00
H52 2.66213 -3.00615 1.71177  0.00
H53 1.53501 -2.64910 5.58050  0.00
H54 1.04563 -4.29910 5.18591  0.00
H55 0.09892 -1.20729 6.81551  0.00
H56 -1.98229 -0.88290 8.07086  0.00
H57 -3.79611 -2.56294 7.92898  0.00
H58 -3.49559 -4.57210 6.51649  0.00
H59 -1.41992 -4.89809 5.25613  0.00

Summary:
- energy relative to the best compared isomer or geometry (same formula, charge and spin) (eV) = 0.1767
- net charge = +3
- spin multiplicity = 4
- LUMO (alpha / beta) (eV) = -9.127 / -9.547

=====

Question: Among the records above, which one has the highest net charge?
Answer: C66H59As2OP2ReS